Density functional theory data (the ωB97M-V functional and the def2-TZVPD basis) for a 2-piece molecular cluster, C6H13N overall at a distorted geometry.

Computed properties:
* E_HOMO: -0.3098 hartree
* F_max: 5.5 eV/Å
* total energy: -290.98862 a.u.
* energy above the lowest of the compared OMol25 structures with the same formula, charge and spin: 446.7 kJ/mol
* frontier orbital gap: 8.179 eV
* E_LUMO: -0.251 eV

```
20
Properties=species:S:1:pos:R:3:forces:R:3:nbo_charge:R:1
C 0.569 1.416 -1.417 0.5 -1.0 1.5 -0.25
C 0.438 1.003 0.117 -3.3 2.2 -3.8 -0.19
C 0.159 -0.414 0.252 -1.1 -2.1 1.1 -0.02
C 0.141 -1.373 -0.742 1.2 3.0 1.3 -0.43
C -0.319 -0.901 1.635 1.9 -0.3 -0.1 -0.43
C -1.823 -0.981 1.668 -0.4 -1.8 0.4 -0.60
N 1.819 1.103 -2.049 0.6 -0.2 -0.4 -0.86
H 0.387 2.459 -1.600 -0.4 0.3 0.2 0.21
H -0.206 0.788 -1.846 -0.3 0.7 -0.5 0.18
H 1.134 1.459 0.803 -0.3 0.1 0.5 0.21
H -1.232 1.919 0.011 2.7 -1.6 1.0 -0.01
H 0.521 -2.345 -0.481 -1.0 -0.6 -0.2 0.22
H 0.153 -0.944 -1.728 0.4 -0.9 -0.6 0.19
H -0.057 -0.205 2.439 0.5 -0.1 -0.2 0.20
H 0.224 -1.880 1.804 -0.9 0.8 0.2 0.21
H -2.253 -0.032 1.428 -0.3 0.6 -0.1 0.22
H -2.172 -1.725 0.932 0.0 0.3 0.3 0.21
H -2.170 -1.318 2.673 0.2 0.4 -0.7 0.21
H 2.155 0.150 -1.932 0.0 0.6 0.1 0.37
H 2.530 1.821 -1.967 -0.1 -0.5 0.1 0.37
```
Positions in Å, forces in eV/Å.